Density functional theory data (ωB97M-V/def2-TZVPD) for C30H25CeCl2FN4O9 as an isolated structure in a non-equilibrium geometry.

For the orbital gap (alpha / beta), the calculation gives 5.959 / 6.018 eV. As for the multiplicity: 2. The electronic energy is -3549.5905 a.u. The HOMO energy (alpha / beta) comes out at -9.70 / -9.76 eV. Its total charge is +1. For the molar mass, the calculation gives 815.6 u.

Geometry (Å):
Ce  -0.14  -1.04  -2.97
C  4.09  -1.65  3.64
C  2.79  -2.41  3.34
N  2.00  -1.82  2.24
C  2.36  -2.07  0.96
C  1.49  -1.84  -0.05
C  1.88  -1.91  -1.54
O  1.61  -2.96  -2.18
O  2.29  -0.81  -2.11
C  0.14  -1.44  0.19
O  -0.84  -1.55  -0.62
C  -0.01  -0.77  1.47
C  -1.15  0.03  1.71
C  -1.30  0.71  2.89
F  -2.33  1.59  3.03
C  -0.39  0.52  3.95
C  0.69  -0.35  3.72
C  0.91  -0.99  2.50
N  -0.56  1.13  5.17
C  -1.04  2.50  5.26
C  -0.45  3.27  6.44
N  0.90  2.73  6.83
C  0.89  1.29  7.24
C  -0.13  0.49  6.41
H  4.54  -2.12  4.51
H  3.87  -0.62  3.92
H  4.80  -1.65  2.81
H  2.18  -2.45  4.23
H  3.03  -3.45  3.05
H  3.35  -2.49  0.79
H  -1.90  0.16  0.93
H  1.44  -0.52  4.49
H  -2.13  2.50  5.37
H  -0.81  3.04  4.32
H  -1.09  3.22  7.31
H  -0.31  4.33  6.15
H  1.29  3.32  7.60
H  1.53  2.84  6.02
H  0.66  1.21  8.32
H  1.90  0.90  7.11
H  -1.04  0.30  7.00
H  0.29  -0.49  6.21
Cl  -3.89  5.52  -1.59
C  -2.96  4.12  -1.61
C  -1.82  4.02  -0.75
C  -1.00  2.92  -0.81
Cl  0.38  2.77  0.18
C  -1.23  1.88  -1.81
O  -0.32  1.03  -2.05
C  -2.50  1.92  -2.56
C  -2.90  0.84  -3.40
O  -2.34  -0.27  -3.50
C  -3.29  3.09  -2.48
H  -1.60  4.85  -0.05
H  -3.84  1.03  -3.94
H  -4.15  3.22  -3.14
O  -0.99  -3.02  -4.01
C  -0.85  -3.39  -5.19
C  -0.45  -2.60  -6.34
C  -0.49  -3.27  -7.52
C  -0.19  -2.54  -8.66
C  0.17  -1.20  -8.68
C  0.25  -0.55  -7.49
C  0.01  -1.20  -6.27
O  0.27  -0.60  -5.13
N  -0.23  -3.22  -9.90
O  -0.37  -4.47  -9.87
O  -0.09  -2.53  -10.95
H  -1.01  -4.46  -5.45
H  -0.74  -4.32  -7.61
H  0.37  -0.73  -9.66
H  0.53  0.50  -7.41